[1]
ORCA calculation (ωB97M-V/def2-TZVPD) on C21H43N2P3RuSSe as an isolated structure at a distorted geometry.

Structure (XYZ):
```
72
Properties=species:S:1:pos:R:3
Ru 0.10886 0.07854 0.07265
P -0.80127 0.66241 2.06843
P -1.69451 -1.43210 -0.53391
P -0.84723 1.72685 -1.17521
H 7.80264 3.69170 -1.93091
C 7.31016 4.65621 -1.75916
C 7.15573 5.17268 -0.53034
H 7.59467 4.69765 0.35291
C -0.21933 -0.27282 3.52572
C -2.61194 0.52188 2.30636
C -0.48358 2.39463 2.57209
C -1.34439 -2.45898 -2.01126
C -2.03176 -2.74241 0.70011
C -3.40806 -0.85887 -0.89365
C 0.23604 3.19911 -1.29834
C -2.43293 2.48468 -0.63872
C -1.18732 1.37600 -2.94079
H 6.94173 5.18677 -2.64583
H 6.60348 6.10738 -0.38029
H 0.87238 -0.18574 3.62739
H -0.48205 -1.33223 3.42691
H -0.70509 0.13809 4.42125
H -2.94218 -0.51676 2.19179
H -3.16107 1.16442 1.60967
H -2.82994 0.84556 3.33450
H 0.59659 2.58526 2.55672
H -0.85346 2.52493 3.59926
H -0.97942 3.12202 1.91786
H -2.21230 -3.09655 -2.23597
H -0.47732 -3.09981 -1.80820
H -1.12772 -1.82911 -2.88203
H -3.06133 -3.10611 0.56954
H -1.90304 -2.36813 1.72152
H -1.35128 -3.58835 0.54517
H -4.01906 -1.74251 -1.14269
H -3.44324 -0.17182 -1.74426
H -3.86062 -0.37788 -0.01857
H -0.32505 4.02079 -1.75845
H 1.13025 2.96320 -1.89090
H 0.56317 3.50120 -0.29709
H -2.65398 3.30818 -1.33354
H -2.36943 2.90320 0.37217
H -3.27016 1.77968 -0.67398
H -1.62566 2.27750 -3.39318
H -1.87627 0.53665 -3.08675
H -0.25048 1.14404 -3.46694
C 2.82387 0.97499 -2.15072
C 3.43156 1.55063 -1.02045
C 4.38978 2.54486 -1.19613
C 4.78850 2.90552 -2.47529
C 4.23251 2.29691 -3.60438
C 3.24505 1.33484 -3.44456
Se 1.48779 -0.36344 -2.06349
H 0.97581 1.43438 0.08801
H 3.14334 1.20493 -0.02719
H 4.83328 3.02378 -0.32365
H 5.56081 3.64694 -2.60724
H 4.57328 2.56276 -4.59726
H 2.79829 0.82957 -4.30040
C 1.00482 -3.86067 3.01308
N 1.29915 -4.00359 1.59070
C 1.34453 -5.19514 0.87700
C 1.61825 -4.89418 -0.42055
N 1.75665 -3.51580 -0.47768
C 1.55960 -2.96150 0.74419
S 1.80757 -1.35970 1.24519
H 1.65684 -3.08236 3.42842
H -0.05108 -3.59246 3.17224
H 1.19994 -4.83015 3.49077
H 1.20755 -6.13907 1.37522
H 1.73017 -5.53136 -1.28389
H 1.98981 -2.96886 -1.30813
```

## Properties
Relative energy (zero: lowest compared OMol25 entry of this formula, charge and spin) (kJ/mol): 0.0
Net charge: +4
Spin multiplicity: 5
F_max (eV/A): 4.40
Frontier orbital gap (alpha / beta) (eV): 8.56 / 4.06
Calculated total energy (Eh): -4852.530003



[2]
ORCA calculation (ωB97M-V/def2-TZVPD) on a 4-piece molecular cluster, C34H40N5O18P2S overall at a distorted geometry.

Structure (XYZ):
```
100
Properties=species:S:1:pos:R:3
N -3.89686 -1.03687 5.39163
C -4.41094 -1.60722 4.15108
C -3.98425 -0.71378 2.99413
C -4.50682 -1.24773 1.63677
C -3.50983 -1.02682 0.55679
N -3.47533 -0.00541 -0.30145
C -4.38327 1.09993 -0.41509
S -5.72404 0.65949 -1.56700
O -5.51182 -0.72059 -1.90723
O -6.94611 1.09994 -0.96984
N -2.44821 -0.10969 -1.16773
C -1.81655 -1.19500 -0.81645
P -0.26069 -1.76801 -1.55469
P 0.64283 0.23261 -1.51324
O 0.02228 1.03116 -0.45511
O 0.46715 0.91584 -2.93284
O 2.19938 -0.01477 -1.31698
N -2.45775 -1.79616 0.24834
C -2.08112 -3.04494 0.93074
C -2.12819 -4.26861 0.00569
C -3.35856 -5.16761 0.23989
N -4.49740 -4.90562 -0.64976
C -4.52305 -5.80640 -1.81534
C -4.69292 -7.25228 -1.42389
C -5.38166 -7.61452 -0.26987
C -5.52207 -8.94878 0.09263
C -4.95982 -9.94071 -0.70067
C -4.27620 -9.60002 -1.85638
C -4.14427 -8.26279 -2.21299
O -3.43959 -7.90116 -3.34432
H -4.26411 -0.10342 5.52834
H -4.16063 -1.59843 6.18964
H -5.50096 -1.73158 4.14324
H -3.95221 -2.59304 4.03860
H -2.89426 -0.67156 2.98479
H -4.37683 0.29100 3.15996
H -5.43385 -0.75129 1.34989
H -4.74047 -2.31272 1.69112
H -3.83446 1.97889 -0.75570
H -4.83636 1.33602 0.54482
H -5.44072 1.40278 -2.66101
H -0.62286 -1.99056 -2.89227
H 0.72625 0.37024 -3.68687
H 2.47754 -0.92540 -1.16222
H -1.09082 -2.89284 1.35773
H -2.77755 -3.19110 1.75226
H -1.23145 -4.85691 0.20757
H -2.06090 -3.97623 -1.04418
H -3.69407 -5.00956 1.27170
H -3.05148 -6.20937 0.18759
H -4.36940 -3.97520 -1.03320
H -5.38549 -5.51620 -2.42293
H -3.64742 -5.68951 -2.46186
H -5.81544 -6.84046 0.34953
H -6.05553 -9.19767 0.99955
H -5.05155 -10.97869 -0.41086
H -3.84092 -10.36112 -2.49273
H -3.77092 -8.41409 -4.08856
C 3.44137 5.02971 -1.54322
C 3.46791 3.70806 -1.32765
C 4.68744 3.00637 -0.77458
O 4.59575 1.80327 -0.60383
C 5.87096 3.79031 -0.48866
C 5.84096 5.11315 -0.70586
C 4.61760 5.81914 -1.23805
O 4.69117 7.02528 -1.38221
O 6.86998 5.91578 -0.47615
O 2.43623 2.91217 -1.57391
H 2.57260 5.53602 -1.93904
H 6.74986 3.28422 -0.10793
H 6.57387 6.81611 -0.71519
H 2.72668 2.01091 -1.33041
C -2.78557 5.32948 1.28731
C -2.47950 6.62734 1.43433
C -1.17133 7.20505 0.94407
O -1.00560 8.39759 1.11323
C -0.21419 6.31812 0.31862
C -0.51397 5.01773 0.17582
C -1.83758 4.44615 0.64440
O -2.03860 3.25795 0.44641
O 0.30876 4.14517 -0.38318
O -3.27691 7.50958 2.00618
H -3.72125 4.91205 1.63138
H 0.72463 6.73992 -0.01277
H -0.12590 3.26616 -0.35065
H -2.80551 8.36693 1.97116
C 10.24051 2.80244 -1.03000
C 11.52487 3.19112 -1.01702
C 12.33669 3.24767 0.25850
O 13.49606 3.59763 0.15263
C 11.69401 2.89034 1.50698
C 10.41086 2.50585 1.49115
C 9.60969 2.42893 0.21349
O 8.45195 2.05187 0.31303
O 9.73250 2.16025 2.57518
O 12.19310 3.55321 -2.09633
H 9.65378 2.75779 -1.93651
H 12.27584 2.94660 2.41585
H 8.83460 1.92450 2.27107
H 13.09645 3.77982 -1.79630
```

## Properties
Net charge: +1
F_max (eV/A): 1.15
Frontier orbital gap (eV): 7.51
Calculated total energy (Eh): -4028.407138



[3]
ORCA calculation (ωB97M-V/def2-TZVPD) on C23H19N3O9Pt as an isolated structure at a distorted geometry.

Structure (XYZ):
```
55
Properties=species:S:1:pos:R:3
Pt 0.07428 -0.83210 -0.12647
C 1.24648 -0.41780 2.62213
N -0.03442 -0.75450 2.00913
C -1.02482 0.22800 2.44413
C -0.45432 -2.10240 2.42493
C -1.49292 -2.61970 1.46573
C -2.42662 -3.57520 1.82803
C -3.31662 -4.05530 0.88093
C -3.27262 -3.56400 -0.41337
C -2.33782 -2.60480 -0.77277
C -1.43182 -2.11890 0.15833
H 1.17828 -0.44960 3.71853
H 1.54668 0.58230 2.31453
H 2.03128 -1.09690 2.29033
H -1.08392 0.25010 3.54173
H -2.00352 -0.01600 2.03163
H -0.73682 1.21750 2.08863
H -0.81882 -2.08280 3.46393
H 0.42378 -2.75800 2.37713
H -2.45212 -3.94930 2.84623
H -4.03732 -4.81760 1.15243
H -3.97432 -3.93920 -1.14817
H -2.30482 -2.22350 -1.78217
O 1.00118 -0.55920 -4.12597
C 1.17528 -0.69810 -2.91877
O 0.18788 -1.02160 -2.15157
C 2.58228 -0.57410 -2.38667
C 3.59948 -0.63190 -3.32387
C 4.94558 -0.57990 -2.95687
C 5.28708 -0.47890 -1.60307
C 4.28758 -0.43640 -0.63977
C 2.89658 -0.41580 -1.00567
O 2.02828 -0.15510 -0.10177
N 4.64628 -0.39980 0.71503
O 5.70848 0.17910 1.04323
O 3.92958 -0.98990 1.55993
N 5.94678 -0.66660 -3.93167
O 7.14668 -0.68380 -3.57037
O 5.62308 -0.73160 -5.13887
H 3.34048 -0.72490 -4.36717
H 6.32118 -0.45430 -1.29997
O -3.43632 0.60010 0.44873
C -2.57362 1.36420 0.01133
O -1.40012 1.11880 -0.34847
C -2.93242 2.85660 -0.01997
C -4.24602 3.26270 -0.22267
C -4.57692 4.60390 -0.16507
C -3.60392 5.54980 0.12223
C -2.29222 5.14930 0.32633
C -1.95582 3.81130 0.24263
H -5.00352 2.51670 -0.41747
H -5.60172 4.91450 -0.32637
H -3.86532 6.59810 0.18823
H -1.53032 5.88150 0.56443
H -0.93252 3.49480 0.38473
```

## Properties
Relative energy (zero: lowest compared OMol25 entry of this formula, charge and spin) (kJ/mol): 197.5
Net charge: -2
F_max (eV/A): 3.11
Frontier orbital gap (eV): 5.28
Calculated total energy (Eh): -1848.530219



[4]
ORCA calculation (ωB97M-V/def2-TZVPD) on C20H27BeN2OS2 as an isolated structure.

Structure (XYZ):
```
53
Properties=species:S:1:pos:R:3
Be 0.29969 0.66306 -0.16149
C -1.07593 -0.64969 -3.17145
N -1.38958 -0.84202 -1.77190
C -0.88577 -2.09378 -1.24121
C 0.60106 -2.04184 -0.92498
N 0.93168 -1.14461 0.19500
C 0.39544 -1.67406 1.46973
C 2.36863 -0.94082 0.34422
C 3.30425 -1.86413 -0.10284
C 4.66417 -1.64441 0.08414
C 5.07880 -0.49201 0.74002
C 4.14504 0.42981 1.18978
C 2.76947 0.23856 1.00240
S 1.57521 1.39947 1.51724
C -2.73011 -0.51914 -1.40241
C -3.80945 -1.01446 -2.12990
C -5.11653 -0.70777 -1.78485
C -5.33797 0.10697 -0.67952
C -4.26998 0.60180 0.04966
C -2.93573 0.31296 -0.28911
S -1.64343 0.97408 0.69234
H -1.47286 -1.45369 -3.81568
H 0.00613 -0.60300 -3.30038
H -1.48627 0.30151 -3.50360
H -1.03230 -2.91562 -1.96378
H -1.45762 -2.35736 -0.35358
H 1.15294 -1.68908 -1.79762
H 0.92809 -3.06545 -0.70253
H 0.79417 -2.68001 1.65196
H -0.68997 -1.69121 1.44475
H 0.69182 -1.00203 2.27112
H 2.98918 -2.76299 -0.61714
H 5.38450 -2.36591 -0.28186
H 6.13646 -0.30503 0.88817
H 4.46262 1.33968 1.68468
H -3.61544 -1.64890 -2.98798
H -5.94457 -1.09748 -2.36445
H -6.35061 0.36230 -0.38859
H -4.44259 1.24517 0.90478
C 2.52952 1.09734 -3.12859
C 1.52093 1.92000 -2.32190
C 2.28297 2.97992 -1.51904
C 0.54540 2.61937 -3.27466
O 0.81605 1.06843 -1.49786
H 3.14130 1.73545 -3.77549
H 2.00940 0.36707 -3.75663
H 3.18701 0.55890 -2.43976
H 2.83187 3.65298 -2.18652
H 2.98551 2.50018 -0.83455
H 1.58454 3.56363 -0.91512
H 1.05867 3.35693 -3.90151
H -0.22629 3.12471 -2.68884
H 0.05871 1.88824 -3.92475
```

## Properties
Relative energy (zero: lowest compared OMol25 entry of this formula, charge and spin) (kJ/mol): 0.0
Net charge: -1
F_max (eV/A): 0.52
Frontier orbital gap (eV): 6.98
Calculated total energy (Eh): -1774.393209



[5]
ORCA calculation (ωB97M-V/def2-TZVPD) on C40H50N3O3TeZr as an isolated structure.

Structure (XYZ):
```
98
Properties=species:S:1:pos:R:3
Zr 1.79683 -0.29440 -0.75763
N 2.87778 -0.52504 1.41955
C 3.36296 0.65309 2.18976
C 2.58166 1.92271 1.86358
C 2.81863 2.34282 0.42016
O 3.68063 3.13027 0.11541
O 2.03489 1.72846 -0.45502
H 2.14744 -1.01364 1.93396
H 3.63023 -1.19057 1.27786
H 4.41345 0.80447 1.93778
H 3.30739 0.45135 3.26074
H 2.92037 2.72680 2.51587
H 1.51447 1.75663 2.02108
C 1.88717 -4.42520 -1.24574
C 3.38687 -4.56732 -1.51887
C 4.18458 -4.55262 -0.21035
C 3.97686 -3.58798 -2.51174
C 4.71251 -4.09027 -3.56422
C 5.26835 -3.25538 -4.52688
C 5.08954 -1.87437 -4.44980
C 4.38889 -1.29815 -3.41612
C 4.26336 0.21098 -3.38024
C 4.97299 0.85864 -2.18044
C 2.80278 0.66565 -3.59506
C 3.81395 -2.15331 -2.38099
N 3.19622 -1.65637 -1.33299
H 1.52667 -5.33490 -0.75993
H 1.32099 -4.29244 -2.16997
H 1.66862 -3.58049 -0.59875
H 3.52132 -5.55139 -1.97896
H 4.04433 -3.59652 0.29775
H 5.25197 -4.69100 -0.38909
H 3.84184 -5.34812 0.45403
H 4.83979 -5.16310 -3.65364
H 5.83782 -3.67941 -5.34402
H 5.52402 -1.23964 -5.21341
H 4.81999 0.57467 -4.24779
H 4.56607 0.52950 -1.22731
H 4.90223 1.94427 -2.22427
H 6.02670 0.57251 -2.17423
H 2.03790 -0.00346 -3.17235
H 2.56802 0.63879 -4.66011
H 2.65018 1.68515 -3.23839
C -3.29161 7.30263 0.58839
C -2.80726 5.87895 0.57659
C -2.27659 5.29372 1.71919
C -1.84485 3.97353 1.73554
C -1.24339 3.43591 3.00680
C -1.96070 3.20436 0.56583
Te -1.28076 1.20200 0.54409
N 0.25238 -0.84039 -2.03803
C -0.26367 -1.50072 -1.06662
O 0.37553 -1.51616 0.14719
C -1.57404 -2.20115 -1.08074
C -1.97423 -2.99731 -0.01351
C -3.22781 -3.59052 -0.02588
C -4.08388 -3.38096 -1.09854
C -3.68501 -2.58367 -2.16480
C -2.43058 -1.99612 -2.15728
C -2.58505 0.37703 1.98770
C -3.96926 0.52770 1.82682
C -4.57836 1.23976 0.65055
C -4.81941 -0.02995 2.77854
C -4.34194 -0.75910 3.85679
C -5.27690 -1.34179 4.88051
C -2.97021 -0.93868 3.96482
C -2.08005 -0.38147 3.05331
C -0.61308 -0.66340 3.23894
C -2.48066 3.77629 -0.60227
C -2.65103 3.04467 -1.91034
C -2.89251 5.10762 -0.56970
H -2.86944 7.85710 1.42593
H -4.37927 7.34080 0.68032
H -3.02378 7.81907 -0.33372
H -2.18671 5.88478 2.62448
H -1.40931 4.13329 3.82763
H -0.16425 3.30059 2.89415
H -1.66603 2.47240 3.28942
H -1.30164 -3.13723 0.82202
H -3.54251 -4.20937 0.80470
H -5.06549 -3.83800 -1.10378
H -4.35618 -2.41860 -2.99803
H -2.09213 -1.36650 -2.97027
H -4.15015 0.86963 -0.28402
H -4.39778 2.31575 0.68555
H -5.65524 1.07596 0.62895
H -5.88967 0.10084 2.65936
H -6.31714 -1.16906 4.60733
H -5.10865 -0.89311 5.86130
H -5.12742 -2.41772 4.98532
H -2.57500 -1.52913 4.78563
H -0.30551 -1.50159 2.60672
H -0.39870 -0.91252 4.27837
H -0.00816 0.19681 2.95217
H -2.17092 2.06987 -1.92708
H -2.23794 3.63880 -2.72664
H -3.71289 2.89455 -2.12098
H -3.29242 5.54818 -1.47791
```

## Properties
Relative energy (zero: lowest compared OMol25 entry of this formula, charge and spin) (kJ/mol): 0.0
Net charge: 0
Spin multiplicity: 2
F_max (eV/A): 0.84
Frontier orbital gap (alpha / beta) (eV): 7.84 / 5.92
Calculated total energy (Eh): -2259.399543